Entry 1:
The following is a quantum chemistry calculation of a molecular structure, C8H8BiBrN2S2SbSe4, from OMol25.

Structure (XYZ):
```
27
Properties=species:S:1:pos:R:3:forces:R:3
Bi -0.31603 -0.28325 -0.19937 0.0649 -0.1205 -0.0553
C 3.08862 0.58432 -2.13542 0.0120 -0.0074 0.0475
C 3.24452 0.47893 -0.65669 -0.1283 0.0057 -0.0355
N 2.24416 0.32994 0.16146 0.0888 -0.0049 0.0393
C 2.64079 0.33885 1.47525 -0.2077 -0.0605 -0.0197
C 3.97412 0.49748 1.65928 0.1212 -0.0489 0.0759
S 4.74973 0.62535 0.14444 0.0192 0.0867 -0.0287
C 1.59777 0.24582 2.49965 0.0625 0.0659 -0.2216
C 1.76688 0.37315 3.83394 0.0341 0.0083 0.0442
S 0.25159 0.50429 4.59557 -0.1187 0.0171 0.0748
C -0.55325 0.36663 3.09675 -0.0635 -0.0211 0.0173
N 0.27344 0.17904 2.09795 0.1383 0.0047 0.1457
C -2.02684 0.53564 2.99092 0.0392 -0.0231 -0.0206
H 2.44499 -0.21585 -2.50321 0.0029 -0.0021 0.0035
H 4.04945 0.52810 -2.64381 -0.0007 0.0018 -0.0019
H 2.62211 1.54624 -2.36086 -0.0010 0.0136 0.0166
H 4.51865 0.56819 2.58609 -0.0118 -0.0089 -0.0316
H 2.68929 0.49754 4.37432 -0.0031 -0.0071 -0.0130
H -2.43405 0.87998 3.93939 0.0056 0.0158 -0.0006
H -2.50979 -0.39397 2.69327 0.0150 -0.0008 0.0151
H -2.22680 1.28502 2.22132 -0.0044 -0.0046 0.0376
Se 2.57055 3.94957 -0.54149 0.0467 -0.0295 -0.0270
Sb 0.46408 4.24680 0.55230 -0.0764 -0.1139 -0.0302
Se -1.31364 1.92439 -0.61076 -0.0282 0.0790 -0.0226
Se -1.18169 5.68209 -0.37806 0.0210 0.1030 0.0063
Se 0.39516 3.68593 2.87861 -0.0166 0.0273 0.0078
Br -2.36408 -2.00623 0.56875 -0.0109 0.0244 -0.0230
```
Forces are in eV/Å.

## Properties
Total charge: -1
Frontier orbital gap, eV: 6.43
Relative energy (zero: lowest compared OMol25 entry of this formula, charge and spin), eV: 0.000

natural (NBO) population analysis, charges in e, atoms 1 to 2: atom 1 (Bi): 1.2291, atom 2 (C): -0.6707

Entry 2:
The following is a quantum chemistry calculation of a molecular structure, C8H8Cl5O9P2RbS in a non-equilibrium geometry, from OMol25.

Structure (XYZ):
```
34
Properties=species:S:1:pos:R:3:forces:R:3
Rb 1.36429 -0.84370 0.25129 1.0884 -0.3187 -0.3786
O -0.22569 -2.46114 4.08975 0.0391 0.0091 -0.0810
P 0.86527 -2.27750 2.89410 -0.1258 -0.2398 0.7250
O 2.17237 -2.78427 3.36551 -0.0010 0.0107 -0.0161
O 0.28990 -2.72752 1.59185 -0.2715 -0.5215 0.3991
O 0.99418 -0.61528 2.83981 -0.4543 -0.2199 0.4183
P -0.19280 0.47867 2.55832 -0.1515 0.3585 0.5869
O -1.11974 0.28373 3.90750 -0.0104 -0.0449 -0.0430
O 0.46200 1.80705 2.60767 0.0138 0.0032 -0.0124
O -1.04071 0.04868 1.41323 -0.0151 0.0990 -0.0109
H -0.96113 -1.84659 3.95249 0.0226 0.0089 0.0338
H -0.60157 0.63811 4.63918 -0.0513 -0.0105 0.0479
Cl 2.66828 5.21195 -4.51069 -0.0036 -0.0538 0.0224
C 2.62986 3.67097 -3.70897 0.0173 -0.0166 0.0027
C 1.70414 3.41428 -2.69170 0.0067 -0.0605 -0.0050
Cl 0.57517 4.65241 -2.24188 0.0295 -0.0127 -0.0179
C 1.67209 2.19350 -2.04509 -0.0071 0.0754 -0.0554
Cl 0.55010 1.88417 -0.76523 -0.0795 0.5671 -0.2821
C 2.57079 1.11725 -2.36894 0.0025 -0.1069 -0.0215
O 2.53772 0.00992 -1.77927 0.5049 0.6643 -0.9824
C 3.49347 1.42870 -3.42275 0.0219 0.0378 -0.0456
Cl 4.59226 0.16721 -3.87363 -0.0137 0.0339 0.0212
C 3.52308 2.65812 -4.05968 -0.0691 -0.0275 0.0592
Cl 4.68320 2.95221 -5.31893 -0.0144 -0.0016 0.0097
C -2.08959 -1.84787 -0.68608 0.0643 -0.0734 -0.0003
S -0.79815 -1.40769 -1.84845 -0.4386 -0.3686 -0.4231
C -1.73712 -0.18412 -2.76856 0.0270 0.0487 0.0464
O -0.62877 -2.57749 -2.77039 -0.0833 0.1293 0.0272
H -2.89346 -2.32032 -1.25525 0.0075 0.0201 0.0329
H -2.39957 -0.95613 -0.14330 0.0241 -0.0146 0.0132
H -1.63512 -2.53326 0.03313 -0.0341 0.0257 -0.0296
H -2.00333 0.63507 -2.09864 0.0060 -0.0436 -0.0505
H -2.61627 -0.68242 -3.17982 -0.0138 0.0597 -0.0182
H -1.09151 0.18312 -3.56636 -0.0375 -0.0161 0.0276
```
Forces are in eV/Å.

## Properties
Total charge: -2
Frontier orbital gap, eV: 6.74

natural (NBO) population analysis, charges in e, atoms 1 to 2: atom 1 (Rb): 0.9173, atom 2 (O): -1.0291

Entry 3:
The following is a quantum chemistry calculation of a molecular structure, C8H8EuN2O4 in a non-equilibrium geometry, from OMol25.

Structure (XYZ):
```
23
Properties=species:S:1:pos:R:3:forces:R:3
Eu 1.19903 -1.21615 0.00580 0.8064 -1.2988 -0.5018
O 0.93711 -1.85659 3.70049 0.4772 0.3976 -4.1824
C 1.06037 -1.73609 2.56424 -0.5221 -0.6201 5.2342
C 1.75886 -1.36897 -2.71106 0.6130 0.1308 -3.8611
O 1.92572 -1.32165 -3.84124 -0.5099 -0.1732 3.4934
C -0.56867 -3.27051 -0.50627 -3.2011 -3.1492 -0.7517
O -1.38231 -4.05786 -0.70042 2.9449 2.8305 0.6830
C 3.44640 0.16102 0.26134 3.7039 2.6704 0.5524
O 4.36322 0.83220 0.39855 -2.9714 -2.2129 -0.4642
H 3.34003 -3.92950 0.32542 0.0506 0.1084 -0.7351
H 3.42475 -3.85740 -0.43519 -0.1154 -0.0289 0.7352
C -2.54027 2.68523 1.17950 -0.4501 0.5182 0.2009
N -1.71863 1.88615 0.31029 0.4656 -0.3709 -0.8592
C -1.63838 2.01550 -1.06997 0.0943 -0.0523 -0.0140
C -0.76933 1.07377 -1.53097 0.1582 -0.5625 0.7468
N -0.36170 0.36256 -0.41218 0.1803 0.1456 0.2708
C -0.91722 0.88198 0.69226 -0.4999 0.4860 -1.4626
H -2.25279 3.73260 1.09493 -0.0241 -0.0524 0.1131
H -3.58667 2.57549 0.89535 0.0507 -0.0054 0.1208
H -2.38364 2.32846 2.19005 -0.1407 0.1357 0.1828
H -2.19851 2.74479 -1.62080 -0.1650 0.2454 0.1071
H -0.35548 0.77546 -2.51911 -0.8049 0.6861 0.8585
H -0.78189 0.55949 1.72899 -0.1406 0.1722 -0.4669
```
Forces are in eV/Å.

## Properties
Multiplicity: 8
Total charge: +2
Frontier orbital gap (alpha / beta), eV: 8.03 / 8.36
Relative energy (zero: lowest compared OMol25 entry of this formula, charge and spin), eV: 0.000

Mulliken population analysis, charges in e, atoms 1 to 2: atom 1 (Eu): 1.3369, atom 2 (O): -0.0571

Entry 4:
The following is a quantum chemistry calculation of a gas-phase ion, C8H8N (charge +1) in a non-equilibrium geometry, from OMol25.

Structure (XYZ):
```
17
Properties=species:S:1:pos:R:3:forces:R:3
C -2.50637 -0.27676 -0.13036 0.6691 -1.4804 0.2728
C -2.26367 1.14330 -0.25675 -1.3104 -1.0945 -1.1019
C -1.44267 -1.18807 0.30988 -1.8808 1.7742 -0.5839
C -1.06016 1.67213 0.10826 2.0806 -0.4133 -0.3740
C -0.27915 -0.63270 0.72765 1.2676 -1.4713 1.8559
C 0.02761 0.75721 0.53244 -1.7174 -0.3934 -0.5064
C 2.35480 0.51974 0.22262 3.2022 0.3396 3.2765
C 2.56881 -0.56852 -0.53224 -0.9244 -1.4300 -0.6787
N 1.24750 1.17385 0.49420 -1.0225 1.5937 -0.3612
H -3.51174 -0.80698 -0.34028 1.6588 1.4588 0.1203
H -3.03102 1.68581 -0.87250 0.8497 -0.1554 1.1872
H -1.60140 -2.25435 0.34092 -0.2223 -0.0159 0.2614
H -0.62756 2.64884 -0.17428 -0.9957 -0.2846 0.2951
H 0.40709 -1.24884 1.42689 -0.8087 0.9969 -1.6697
H 3.20083 0.89915 0.89196 -0.7609 0.0003 -1.6245
H 3.58319 -0.97695 -0.74433 -1.1118 0.3709 0.2842
H 1.63495 -1.05675 -0.87614 1.0270 0.2043 -0.6531
```
Forces are in eV/Å.

## Properties
Total charge: +1
Frontier orbital gap (alpha / beta), eV: 6.45 / 7.04
Relative energy (zero: lowest compared OMol25 entry of this formula, charge and spin), eV: 0.260

natural (NBO) population analysis, charges in e, atoms 1 to 2: atom 1 (C): 0.0104, atom 2 (C): -0.2537

Entry 5:
The following is a quantum chemistry calculation of C8H8N2 in the gas phase in a non-equilibrium geometry, from OMol25.

Structure (XYZ):
```
18
Properties=species:S:1:pos:R:3:forces:R:3
C -0.36395 -0.72387 0.77753 0.0087 -0.0318 0.0056
C 0.07055 -0.37062 -0.27722 1.4459 1.4019 -4.1575
C -0.14677 -0.72531 -2.74545 -0.1518 -0.1903 -0.3986
C 2.01880 -0.27550 -1.86331 0.6323 -0.1167 -0.1167
C -0.74387 0.02723 3.09098 -0.0506 -0.0657 0.0255
C 0.39706 1.59956 -2.04406 0.0639 0.3830 -0.2187
C -0.87523 -1.10894 2.07752 -0.0865 -0.0455 0.2518
C 0.63218 0.10923 -1.86990 -1.7796 -0.8141 4.7732
N -0.75423 -1.39526 -3.44271 -0.3282 -0.2472 -0.3661
N 3.12242 -0.57380 -1.83564 0.3328 -0.0263 -0.0448
H -1.28687 0.90692 2.75216 -0.0186 0.0489 0.0032
H 0.30040 0.29889 3.22553 0.0477 0.0333 0.0279
H -1.15170 -0.28519 4.04924 -0.0045 0.0279 0.0933
H -0.63151 1.84722 -1.79089 0.0305 -0.0729 -0.0214
H 0.58238 1.87951 -3.08446 0.0194 -0.0405 0.1004
H 1.07432 2.16582 -1.40259 -0.1008 -0.1400 -0.0276
H -0.31866 -1.98489 2.42197 -0.1453 -0.0086 -0.0050
H -1.92534 -1.39098 1.96130 0.0847 -0.0953 0.0755
```
Forces are in eV/Å.

## Properties
SMILES: CCC#CC(C)(C#N)C#N
Frontier orbital gap, eV: 11.08
Relative energy (zero: lowest compared OMol25 entry of this formula, charge and spin), eV: 4.291

natural (NBO) population analysis, charges in e, atoms 1 to 2: atom 1 (C): 0.0214, atom 2 (C): -0.0326

Entry 6:
The following is a quantum chemistry calculation of C8H8N2O2S in the gas phase in a non-equilibrium geometry, from OMol25.

Structure (XYZ):
```
21
Properties=species:S:1:pos:R:3:forces:R:3
C -1.85692 1.80970 0.35673 2.0473 -1.0052 1.3945
C 2.82768 -0.12866 -0.47018 0.8194 0.0347 0.7186
C 2.19800 -1.04893 0.40062 -0.2268 1.8582 -2.1440
C 2.22221 1.04661 -0.82758 -1.9337 -2.9421 2.2267
C 0.85967 -0.97894 0.73890 2.3393 4.6293 -2.1865
C 0.93817 1.23621 -0.34324 -0.3044 0.2455 -0.2518
C 0.23714 0.25822 0.38328 1.1162 0.3244 0.1217
C -1.17368 0.50656 0.75121 -2.9993 0.6348 -2.2718
N -2.29409 2.86327 0.28147 -0.3727 0.4151 -0.4062
N -3.77937 -0.20830 -0.10093 1.6188 0.6518 0.8153
O -1.55526 -0.71041 -1.61276 -1.6148 0.7325 0.9905
O -2.22451 -1.90477 0.44280 0.9470 -1.1617 0.7711
S -2.16980 -0.68834 -0.29877 -0.1208 -0.9918 -0.6127
H 3.87172 -0.32264 -0.77024 -0.6608 -0.0208 0.1447
H 2.88893 -1.78733 0.54506 0.7674 -2.6631 1.1807
H 2.58990 1.72893 -1.46298 1.6546 2.3163 -2.0552
H 0.38876 -1.74455 1.16203 -2.0450 -2.8348 1.9792
H 0.56237 2.20599 -0.67411 -0.8780 -0.3973 0.5863
H -1.53926 0.23316 1.72343 0.2918 0.0254 0.6889
H -4.12308 -0.76716 0.66676 0.0904 -0.1066 0.0596
H -4.43321 -0.24132 -0.82745 -0.5359 0.2557 -1.7499
```
Forces are in eV/Å.

## Properties
SMILES: N#C[C@H](c1ccccc1)S(N)(=O)=O
Frontier orbital gap, eV: 9.99
Relative energy (zero: lowest compared OMol25 entry of this formula, charge and spin), eV: 1.889

natural (NBO) population analysis, charges in e, atoms 1 to 2: atom 1 (C): 0.2660, atom 2 (C): -0.1770